Entry 1:
Entry from the OMol25 dataset: a molecular structure, C16H21ClGdNSn (ωB97M-V with the def2-TZVPD basis set).

- Expectation value of S²: 15.817
- HOMO-LUMO gap (alpha / beta): 1.64 / 5.56 eV

Structure (ORCA input):
```
! wB97M-V def2-TZVPD RIJCOSX def2/J DEFGRID3
* xyz -2 8
Gd 0.447 -0.698 -0.110
Sn 0.538 0.264 -3.890
Cl 0.145 1.374 -1.642
N 0.805 0.265 1.909
C 1.269 1.757 3.776
C 0.301 -2.402 4.452
C -0.174 2.469 1.917
C 1.546 -3.279 2.558
C 0.381 -1.112 3.926
C -1.284 1.056 -4.665
C 0.629 1.486 2.551
C -0.432 3.659 2.587
C 2.189 1.631 -4.047
C 0.848 -1.829 -3.572
C 1.004 2.960 4.430
C 0.131 3.903 3.846
C -1.686 -1.154 0.382
C 0.911 -3.474 3.788
C 0.948 -0.915 2.642
C 1.505 -2.026 1.937
H -0.073 4.823 4.387
H -1.585 -1.897 1.191
H -0.632 2.231 0.968
H 2.084 -4.087 2.040
H 2.619 1.475 -5.040
H -2.276 -1.536 -0.454
H -1.086 4.412 2.135
H 1.833 -2.293 -3.822
H -1.295 2.132 -4.555
H 0.023 -0.234 4.471
H -2.108 0.585 -4.140
H 0.179 -2.562 -4.091
H -1.302 0.776 -5.721
H 1.841 2.654 -3.944
H -0.196 -2.539 5.415
H 2.924 1.386 -3.278
H 1.878 0.958 4.230
H 1.474 3.134 5.407
H 2.060 -1.869 0.974
H 0.877 -4.462 4.251
H -2.199 -0.249 0.779
*
```

Entry 2:
Entry from the OMol25 dataset: 9 unconnected molecules or ions with the total composition H18O9 (ωB97M-V with the def2-TZVPD basis set).

- SMILES: O.O.O.O.O.O.O.O.O
- Energy above the lowest of the compared OMol25 structures with the same formula, charge and spin: 345.93 kJ/mol
- HOMO-LUMO gap: 10.08 eV

Structure (ORCA input):
```
! wB97M-V def2-TZVPD RIJCOSX def2/J DEFGRID3
* xyz 0 1
O -3.866 -2.448 0.606
O -0.104 -0.918 0.265
O 5.066 -0.911 2.065
O -2.223 -2.949 -1.121
O 3.746 2.282 -1.073
O 3.785 -2.365 -1.121
O -2.121 3.234 1.716
O -4.047 0.281 0.000
O -0.290 3.646 -1.356
H -2.549 2.474 2.126
H 3.149 -3.088 -1.105
H -2.987 -2.587 -1.584
H -0.441 -0.427 -0.492
H -3.273 0.575 -0.492
H 4.565 -1.572 1.573
H -4.721 0.939 -0.207
H 0.011 4.547 -1.517
H 0.570 -0.339 0.639
H -1.226 3.744 -1.151
H -3.819 -2.085 1.498
H 2.809 2.407 -0.885
H 5.894 -1.355 2.278
H 4.594 -2.756 -0.774
H 4.169 2.342 -0.209
H -1.589 2.851 1.009
H -1.751 -2.172 -0.803
H -2.979 -2.317 0.253
*
```

Entry 3:
Entry from the OMol25 dataset: a single C4H8S molecule (ωB97M-V with the def2-TZVPD basis set).

- SMILES: SCC1CC1
- Energy above the lowest of the compared OMol25 structures with the same formula, charge and spin: 104.22 kJ/mol
- HOMO-LUMO gap: 10.00 eV

Structure (ORCA input):
```
! wB97M-V def2-TZVPD RIJCOSX def2/J DEFGRID3
* xyz 0 1
S -2.264 0.082 0.582
C 0.300 -0.339 -0.379
C 1.276 0.833 -0.408
C 0.818 0.242 0.884
C -1.123 -0.534 -0.712
H 2.200 0.675 -0.924
H 0.127 1.030 1.245
H -1.278 -1.627 -0.818
H -1.446 -0.041 -1.631
H 1.347 -0.233 1.640
H -1.553 -0.515 1.561
H 0.773 1.745 -0.594
H 0.824 -1.318 -0.447
*
```

Entry 4:
Entry from the OMol25 dataset: a molecular structure, C40H17BrF15GeNS2V (ωB97M-V with the def2-TZVPD basis set).

- Expectation value of S²: 0.761
- HOMO-LUMO gap (alpha / beta): 6.82 / 6.22 eV

Structure (ORCA input):
```
! wB97M-V def2-TZVPD RIJCOSX def2/J DEFGRID3
* xyz 0 2
Br -0.604 3.096 -1.833
Ge 1.290 -1.215 -2.150
V -0.661 1.280 -0.006
S -0.281 1.313 3.298
S -0.569 -0.789 -1.142
F 0.945 -3.196 -7.112
F 1.860 -1.536 1.040
F 3.839 -2.780 2.295
F -0.116 0.639 -4.118
F 0.444 -4.069 -1.791
F 2.991 4.092 -4.655
F 0.554 2.998 -5.186
F 1.560 -1.247 -5.395
F 4.732 2.785 -3.021
F 4.050 0.452 -1.916
F -0.154 -6.040 -3.523
F 5.874 -3.921 0.881
F 3.891 -2.485 -3.108
F 5.872 -3.763 -1.842
F 0.085 -5.611 -6.200
N -0.109 0.642 1.863
C 3.537 2.257 -3.288
C -5.220 3.661 -2.115
C 0.993 -2.581 -3.526
C -1.748 -0.795 4.342
C 3.830 -2.577 -1.770
C -3.294 2.624 -0.990
C 2.653 2.925 -4.120
C -4.998 1.406 0.819
C 1.114 -2.406 -4.891
C -2.707 1.772 0.004
C -2.906 -1.321 4.880
C -2.722 1.421 4.437
C -2.515 3.305 -1.955
C 0.810 -3.406 -5.803
C 3.341 -0.014 4.464
C -3.603 1.199 0.879
C 3.159 1.045 -2.731
C 1.076 0.733 4.311
C 2.260 0.376 3.685
C 2.766 -2.001 -1.096
C 0.373 -4.639 -5.341
C -3.879 0.884 4.986
C 0.251 -4.855 -3.978
C -1.668 0.576 4.126
C -3.007 4.099 -2.944
C 1.411 2.365 -4.387
C -4.406 4.270 -3.024
C 3.843 -2.731 0.959
C 4.879 -3.311 0.246
C -3.968 -0.482 5.202
C 4.874 -3.231 -1.139
C -5.538 2.204 -0.145
C -4.692 2.837 -1.089
C 0.562 -3.825 -3.105
C 1.079 1.150 -3.812
C 2.048 0.336 6.459
C 1.930 0.458 -2.964
C 3.237 -0.032 5.844
C 2.816 -2.093 0.279
C 0.959 0.721 5.695
H -0.916 -1.441 4.091
H 4.082 -0.341 6.445
H -2.350 4.584 -3.651
H -2.990 -2.386 5.048
H -0.006 -0.371 1.909
H -6.608 2.360 -0.212
H 4.263 -0.309 3.983
H -4.872 -0.902 5.620
H 2.326 0.387 2.607
H 1.965 0.319 7.537
H 0.029 0.999 6.172
H -6.293 3.794 -2.170
H -4.710 1.530 5.229
H -4.820 4.891 -3.806
H -3.238 0.521 1.645
H -2.647 2.481 4.233
H -5.643 0.912 1.537
*
```